[1]
Formula: C32H57Br4N7
Source: the OMol25 dataset
Level of theory: wB97M-V/def2-TZVPD

## Properties
**LUMO**: 0.07 eV
**Net charge**: 0
**HOMO**: -10.29 eV
**Kohn-Sham gap**: 10.36 eV
**F_max**: 4.07 eV/Å
**ΔE to the lowest compared entry with this formula, charge and spin**: 0.00 kcal/mol

Geometry (Å):
Br: 1.780 4.203 2.186
C: 2.317 5.118 0.554
C: 2.975 4.077 -0.328
Br: 3.488 4.902 -2.012
H: 3.051 5.877 0.815
H: 1.451 5.604 0.125
H: 2.286 3.264 -0.553
H: 3.826 3.607 0.151
Br: -6.095 -3.549 0.018
C: -4.159 -3.919 -0.051
C: -3.645 -3.147 -1.227
Br: -1.692 -3.313 -1.341
H: -4.109 -4.978 -0.253
H: -3.787 -3.586 0.903
H: -3.885 -2.089 -1.234
H: -4.022 -3.547 -2.163
C: -4.935 -0.186 2.325
C: -4.436 1.218 2.672
C: -3.898 1.307 4.123
C: -5.032 1.134 5.042
N: -5.909 0.973 5.718
H: -5.573 -0.586 3.112
H: -4.086 -0.845 2.151
H: -5.565 -0.105 1.438
H: -5.210 1.978 2.558
H: -3.637 1.496 1.984
H: -3.448 2.276 4.310
H: -3.241 0.455 4.303
C: -1.728 -0.251 -3.704
C: -1.841 -0.530 -5.188
C: -3.289 -0.532 -5.655
C: -4.030 -1.630 -5.014
N: -4.607 -2.491 -4.518
H: -2.339 0.634 -3.486
H: -0.715 -0.121 -3.336
H: -2.203 -1.080 -3.172
H: -1.394 -1.504 -5.399
H: -1.302 0.190 -5.809
H: -3.301 -0.756 -6.723
H: -3.814 0.396 -5.437
C: 1.842 -2.027 5.127
C: 1.460 -0.550 5.133
C: 1.992 0.163 3.887
C: 3.414 0.443 3.975
N: 4.544 0.630 4.049
H: 2.935 -2.100 5.124
H: 1.436 -2.477 4.221
H: 1.494 -2.605 5.980
H: 1.841 -0.063 6.037
H: 0.379 -0.426 5.191
H: 1.430 1.076 3.693
H: 1.868 -0.481 3.012
C: -1.038 1.797 1.267
C: -1.045 0.997 -0.045
C: -0.325 -0.342 -0.013
C: -0.600 -1.045 1.230
N: -0.778 -1.534 2.251
H: -1.526 1.188 2.033
H: -1.503 2.767 1.125
H: 0.003 1.952 1.574
H: -0.617 1.638 -0.822
H: -2.083 0.868 -0.380
H: 0.741 -0.099 0.002
H: -0.643 -0.886 -0.895
C: 2.032 -3.752 -0.892
C: 1.483 -3.746 0.524
C: 1.768 -5.035 1.286
C: 1.262 -6.211 0.583
N: 0.846 -7.127 0.043
H: 1.722 -2.835 -1.398
H: 1.550 -4.545 -1.472
H: 3.107 -3.895 -0.873
H: 0.404 -3.566 0.539
H: 1.878 -2.867 1.046
H: 1.325 -5.003 2.285
H: 2.836 -5.213 1.458
C: -1.067 5.305 -5.088
C: 0.291 4.826 -4.629
C: 0.203 3.684 -3.616
C: -0.535 3.983 -2.390
N: -1.048 4.240 -1.375
H: -1.620 5.767 -4.267
H: -1.644 4.458 -5.464
H: -0.992 6.078 -5.851
H: 0.930 5.661 -4.322
H: 0.856 4.469 -5.500
H: 1.191 3.372 -3.277
H: -0.309 2.865 -4.129
C: 5.557 -1.962 -0.316
C: 5.793 -1.228 1.019
C: 5.465 0.269 0.933
C: 4.027 0.498 0.743
N: 2.893 0.651 0.577
H: 5.697 -3.030 -0.130
H: 6.282 -1.621 -1.051
H: 4.534 -1.854 -0.678
H: 6.862 -1.317 1.228
H: 5.253 -1.696 1.840
H: 5.995 0.742 0.104
H: 5.706 0.786 1.868

Atom charges from the Löwdin analysis, given in e for atoms 1 to 8: Br 0.66; C -0.69; C -0.73; Br 0.65; H 0.05; H 0.05; H 0.03; H 0.04

[2]
Formula: C6H7FO
Source: the OMol25 dataset
Level of theory: wB97M-V/def2-TZVPD

## Properties
**LUMO**: 0.98 eV
**Net charge**: 0
**HOMO**: -8.05 eV
**Kohn-Sham gap**: 9.03 eV
**F_max**: 2.23 eV/Å
**ΔE to the lowest compared entry with this formula, charge and spin**: 26.11 kcal/mol

Geometry (Å):
C: -1.096 1.416 0.478
C: -0.582 0.410 -0.531
O: -1.495 -0.693 -0.523
C: -0.860 -1.739 0.030
C: 0.434 -1.538 0.269
C: 0.775 -0.169 -0.209
C: 2.002 0.375 -0.333
F: 3.104 -0.299 0.030
H: -0.361 2.257 0.591
H: -2.109 1.753 0.285
H: -1.030 0.889 1.454
H: -0.669 0.902 -1.523
H: -1.480 -2.581 0.236
H: 1.123 -2.289 0.542
H: 2.245 1.306 -0.797

Atom charges from the Löwdin analysis, given in e for atoms 1 to 8: C -0.03; C -0.33; O -0.04; C -0.12; C -0.01; C -0.16; C -0.10; F 0.01

[3]
Formula: C47H74F8INO27P2
Source: the OMol25 dataset
Level of theory: wB97M-V/def2-TZVPD

## Properties
**LUMO**: -0.33 eV
**Net charge**: 0
**HOMO**: -7.81 eV
**Kohn-Sham gap**: 7.48 eV
**F_max**: 8.72 eV/Å

Geometry (Å):
C: -3.842 2.773 -1.019
C: -3.629 2.722 0.640
O: -2.373 2.101 1.055
P: -0.979 3.113 0.859
O: -1.548 4.542 0.350
C: 0.270 2.616 -0.452
C: 1.305 1.446 -0.323
C: 1.652 0.641 1.058
C: 0.288 -0.176 1.596
C: -0.345 -1.211 0.500
C: -1.584 -0.634 -0.400
C: -1.790 -1.570 -1.768
C: -1.277 -0.632 -3.052
N: -2.411 0.269 -3.579
C: 2.275 1.669 2.165
O: 2.531 3.036 1.710
C: 3.847 3.557 2.055
C: 4.090 3.783 3.694
C: 4.490 5.377 3.994
C: 3.241 6.417 3.782
C: 5.167 5.564 5.510
C: 5.123 2.792 1.325
C: 6.574 3.544 1.581
F: 4.882 2.801 -0.136
O: 2.501 -0.422 0.564
C: 3.567 -0.959 1.299
C: 3.401 -1.445 2.835
C: 4.736 -1.159 3.804
O: 5.861 -1.864 3.788
I: 4.667 0.485 5.312
P: 4.089 -2.547 0.285
C: 5.684 -3.320 0.953
C: 2.551 -3.716 0.530
C: 2.932 -5.155 1.214
O: -0.373 3.472 2.451
C: -1.270 3.008 3.519
C: -2.650 3.940 3.678
H: -4.587 1.916 -1.345
H: -2.832 2.694 -1.607
H: -4.421 3.795 -1.208
H: -4.494 1.983 1.006
H: -3.883 3.750 1.160
H: 0.871 3.619 -0.715
H: -0.370 2.434 -1.448
H: 1.025 0.594 -1.115
H: 2.368 1.831 -0.717
H: 0.577 -0.867 2.529
H: -0.533 0.541 2.020
H: 0.412 -1.706 -0.241
H: -0.803 -2.117 1.130
H: -2.572 -0.727 0.255
H: -1.463 0.462 -0.786
H: -2.937 -1.761 -1.953
H: -1.190 -2.579 -1.715
H: -0.802 -1.297 -3.904
H: -0.423 0.124 -2.717
H: -2.268 0.341 -4.631
H: -2.210 1.247 -3.237
H: 1.449 1.737 3.028
H: 3.236 1.322 2.730
H: 3.883 4.669 1.616
H: 3.178 3.410 4.326
H: 5.097 3.183 3.921
H: 5.369 5.670 3.242
H: 3.443 7.441 4.361
H: 2.217 5.924 4.063
H: 3.204 6.699 2.623
H: 5.739 6.612 5.535
H: 4.355 5.627 6.359
H: 5.979 4.754 5.748
H: 5.216 1.728 1.808
H: 6.796 4.425 0.843
H: 7.412 2.713 1.403
H: 6.731 3.923 2.678
H: 4.529 -0.260 1.239
H: 3.134 -2.571 3.006
H: 2.551 -0.819 3.395
H: 6.531 -2.539 1.266
H: 5.405 -3.875 1.972
H: 6.084 -4.164 0.235
H: 1.741 -3.151 1.200
H: 2.059 -3.794 -0.542
H: 3.605 -5.089 2.168
H: 1.899 -5.637 1.567
H: 3.337 -5.852 0.366
H: -0.682 3.187 4.543
H: -1.505 1.853 3.500
H: -2.702 4.378 4.763
H: -2.756 4.746 2.837
H: -3.549 3.184 3.575
O: 3.457 -8.387 0.635
C: 2.453 -8.644 1.278
O: 2.048 -9.912 1.595
C: 0.930 -9.772 2.448
C: 0.424 -8.414 2.099
F: -0.141 -7.819 3.174
O: 1.594 -7.703 1.762
H: 1.258 -9.847 3.491
H: 0.191 -10.554 2.256
H: -0.272 -8.398 1.255
O: -2.826 -5.162 -3.269
C: -3.543 -4.425 -3.924
O: -3.270 -4.028 -5.205
C: -4.397 -3.298 -5.646
C: -5.010 -2.845 -4.365
F: -6.354 -2.754 -4.480
O: -4.710 -3.890 -3.468
H: -5.055 -3.959 -6.220
H: -4.098 -2.462 -6.283
H: -4.604 -1.903 -3.982
O: -2.512 0.061 3.715
C: -3.683 -0.266 3.811
O: -4.301 -1.158 2.979
C: -5.599 -1.360 3.502
C: -5.826 -0.117 4.292
F: -6.613 -0.363 5.363
O: -4.537 0.219 4.756
H: -5.604 -2.263 4.122
H: -6.331 -1.482 2.699
H: -6.236 0.716 3.711
O: 2.046 0.283 -5.975
C: 2.924 0.659 -5.216
O: 3.352 -0.049 -4.126
C: 4.455 0.659 -3.598
C: 4.222 2.043 -4.101
F: 5.394 2.681 -4.316
O: 3.592 1.839 -5.345
H: 5.384 0.220 -3.979
H: 4.466 0.610 -2.506
H: 3.578 2.652 -3.457
O: -2.986 0.215 -7.477
C: -2.184 1.132 -7.532
O: -1.877 1.816 -8.676
C: -1.019 2.871 -8.292
C: -0.438 2.368 -7.015
F: -0.171 3.390 -6.171
O: -1.479 1.595 -6.462
H: -1.606 3.786 -8.159
H: -0.255 3.052 -9.054
H: 0.454 1.746 -7.142
O: -8.617 0.532 -9.881
C: -7.584 -0.004 -9.516
O: -6.567 -0.362 -10.357
C: -5.513 -0.823 -9.536
C: -6.226 -1.229 -8.292
F: -5.444 -1.044 -7.205
O: -7.306 -0.325 -8.221
H: -4.800 -0.008 -9.369
H: -4.987 -1.659 -10.005
H: -6.606 -2.256 -8.307
O: -1.441 -3.040 8.415
C: -1.483 -1.873 8.063
O: -2.636 -1.209 7.748
C: -2.272 0.138 7.522
C: -0.828 0.028 7.169
F: -0.147 1.123 7.575
O: -0.387 -1.076 7.927
H: -2.442 0.718 8.436
H: -2.865 0.575 6.715
H: -0.639 -0.156 6.106

Atom charges from the Löwdin analysis, given in e for atoms 1 to 8: C -0.09; C -0.28; O -0.33; P 0.81; O -0.39; C -0.22; C -0.15; C -0.33

[4]
Formula: C15H24F6N2O5
Source: the OMol25 dataset
Level of theory: wB97M-V/def2-TZVPD

## Properties
**LUMO**: 0.57 eV
**Net charge**: 0
**HOMO**: -9.03 eV
**Kohn-Sham gap**: 9.60 eV
**F_max**: 8.19 eV/Å

Geometry (Å):
C: -1.836 -1.188 -1.039
C: -0.793 -2.466 -1.281
C: 0.709 -2.070 -0.772
N: 1.683 -1.659 -1.845
C: 1.034 -1.001 -3.037
C: 1.180 -2.012 -4.359
C: 0.931 -0.869 -5.540
N: 2.008 0.159 -5.140
C: 2.080 0.174 -3.605
O: 2.844 1.039 -2.933
H: -1.999 -0.718 -2.112
H: -1.336 -0.368 -0.359
H: -2.883 -1.533 -0.617
H: -0.862 -2.926 -2.353
H: -1.185 -3.314 -0.537
H: 0.649 -1.272 0.110
H: 1.162 -3.051 -0.265
H: 2.358 -0.997 -1.355
H: 0.053 -0.376 -2.921
H: 0.414 -2.905 -4.277
H: 2.315 -2.305 -4.585
H: -0.123 -0.372 -5.375
H: 1.012 -1.196 -6.665
H: 2.971 -0.196 -5.381
C: 0.932 0.022 4.748
C: 0.666 -1.306 5.434
O: -0.308 -2.067 4.705
C: 0.158 -2.747 3.609
O: 1.327 -2.730 3.238
C: -0.969 -3.549 2.957
F: -2.116 -2.825 2.813
F: -1.305 -4.651 3.688
F: -0.649 -4.002 1.712
H: -0.002 0.572 4.600
H: 1.615 0.635 5.343
H: 1.375 -0.126 3.759
H: 0.247 -1.125 6.430
H: 1.588 -1.883 5.574
C: -0.991 4.273 -1.530
C: -1.643 5.026 -0.385
O: -1.777 4.178 0.766
C: -0.650 4.022 1.533
O: 0.427 4.554 1.284
C: -0.945 3.139 2.745
F: -1.651 2.017 2.421
F: -1.682 3.791 3.690
F: 0.183 2.706 3.376
H: -1.543 3.355 -1.750
H: -0.959 4.893 -2.431
H: 0.032 3.978 -1.279
H: -2.655 5.329 -0.675
H: -1.092 5.941 -0.134

Atom charges from the Löwdin analysis, given in e for atoms 1 to 8: C -0.14; C -0.22; C -0.24; N -0.07; C -0.24; C -0.11; C -0.20; N -0.02

[5]
Formula: C2H4S2
Source: the OMol25 dataset
Level of theory: wB97M-V/def2-TZVPD

## Properties
**LUMO**: -0.08 eV
**Net charge**: 0
**HOMO**: -8.72 eV
**Kohn-Sham gap**: 8.64 eV
**F_max**: 2.58 eV/Å
**ΔE to the lowest compared entry with this formula, charge and spin**: 35.16 kcal/mol

Geometry (Å):
C: 0.410 1.421 -0.621
C: 1.353 0.927 0.115
S: 2.377 0.179 1.017
H: -0.318 0.766 -1.101
H: 0.418 2.575 -0.458
S: -1.246 -1.761 0.933
H: -0.904 -1.417 -0.331
H: -2.090 -2.690 0.447

And the Löwdin charges, in e, turn out to be: C -0.10; C -0.82; S 0.74; H 0.05; H 0.11; S 0.46; H -0.22; H -0.22

[6]
Formula: C30H30BCl3O2S
Source: the OMol25 dataset
Level of theory: wB97M-V/def2-TZVPD

## Properties
**LUMO**: 0.20 eV
**Net charge**: 0
**HOMO**: -7.69 eV
**Kohn-Sham gap**: 7.89 eV
**F_max**: 5.06 eV/Å
**ΔE to the lowest compared entry with this formula, charge and spin**: 3.10 kcal/mol

Geometry (Å):
C: 1.157 2.789 5.845
C: 0.538 1.792 4.888
C: -0.763 1.290 5.507
O: 0.212 2.530 3.682
B: 0.480 1.678 2.649
C: -0.336 1.880 1.081
C: 0.231 0.985 0.016
C: 0.645 -0.324 0.274
C: 1.385 -1.041 -0.664
C: 1.729 -0.437 -1.879
Cl: 2.641 -1.307 -3.047
C: 1.308 0.869 -2.160
C: 0.553 1.561 -1.219
C: -1.681 2.520 1.231
C: -2.515 2.224 2.313
C: -3.693 2.943 2.519
C: -4.004 4.009 1.668
Cl: -5.493 4.848 1.859
C: -3.129 4.380 0.637
C: -1.988 3.618 0.415
O: 1.204 0.570 2.952
C: 1.483 0.623 4.375
C: 2.969 0.920 4.531
C: 1.212 -0.757 4.936
H: 1.366 2.304 6.806
H: 2.082 3.219 5.444
H: 0.453 3.609 6.034
H: -0.577 0.851 6.497
H: -1.449 2.137 5.644
H: -1.260 0.534 4.881
H: 0.327 2.785 0.974
H: 0.370 -0.789 1.216
H: 1.714 -2.054 -0.451
H: 1.574 1.329 -3.108
H: 0.233 2.583 -1.430
H: -2.241 1.412 2.989
H: -4.368 2.679 3.332
H: -3.360 5.240 0.011
H: -1.286 3.893 -0.378
H: 3.271 0.820 5.582
H: 3.545 0.189 3.948
H: 3.234 1.926 4.180
H: 1.432 -0.781 6.011
H: 0.173 -1.076 4.785
H: 1.868 -1.486 4.444
C: -4.449 -0.705 1.977
C: -3.741 -0.361 0.730
C: -2.760 -1.114 0.105
C: -2.218 -0.469 -1.034
C: -2.631 0.851 -1.176
C: -2.516 1.629 -2.404
C: -1.681 1.191 -3.459
C: -1.539 1.946 -4.619
C: -2.302 3.110 -4.783
Cl: -2.173 4.010 -6.236
C: -3.179 3.534 -3.775
C: -3.290 2.789 -2.604
S: -4.077 1.066 -0.173
H: -3.977 -1.593 2.409
H: -4.388 0.115 2.704
H: -5.508 -0.920 1.792
H: -2.468 -2.097 0.470
H: -1.506 -0.939 -1.703
H: -1.142 0.249 -3.360
H: -0.853 1.637 -5.404
H: -3.775 4.430 -3.921
H: -3.993 3.111 -1.832

Atom charges from the Löwdin analysis, given in e for atoms 1 to 8: C -0.01; C -0.45; C -0.02; O 0.15; B -0.50; C -0.07; C -0.21; C -0.04

[7]
Formula: C4H16O4
Source: the OMol25 dataset
Level of theory: wB97M-V/def2-TZVPD

## Properties
**LUMO**: 0.55 eV
**Net charge**: 0
**HOMO**: -9.69 eV
**Kohn-Sham gap**: 10.24 eV
**F_max**: 2.57 eV/Å
**ΔE to the lowest compared entry with this formula, charge and spin**: 41.39 kcal/mol

Geometry (Å):
C: 0.680 -1.313 -1.961
C: -0.047 -1.289 -0.847
C: -1.521 -1.720 -0.898
C: -2.283 -1.100 0.291
H: 1.744 -1.137 -1.966
H: 0.278 -1.643 -2.920
H: 0.380 -0.952 0.076
H: -1.839 -1.337 -1.887
H: -1.638 -2.805 -0.953
H: -2.962 -1.895 0.684
H: -1.628 -0.924 1.120
H: -2.846 -0.267 -0.107
O: 3.318 2.357 4.539
H: 2.477 2.667 4.213
H: 3.105 1.614 5.119
O: -1.965 1.980 -4.787
H: -2.505 1.221 -5.058
H: -1.668 2.236 -5.667
O: 0.658 0.646 4.400
H: 0.506 -0.294 4.596
H: -0.083 1.241 4.507
O: 2.690 1.091 -0.533
H: 3.352 0.693 -1.123
H: 1.796 0.931 -0.837

Atom charges from the Löwdin analysis, given in e for atoms 1 to 8: C -0.02; C -0.18; C -0.25; C -0.11; H 0.04; H 0.06; H 0.09; H 0.10

[8]
Formula: C17H14ClFeN7O6
Source: the OMol25 dataset
Level of theory: wB97M-V/def2-TZVPD

## Properties
**LUMO (spin up / spin down)**: 4.50 / 4.49 eV
**Net charge**: -2
**HOMO (spin up / spin down)**: 0.61 / -2.00 eV
**Kohn-Sham gap (spin up / spin down)**: 3.89 / 6.49 eV
**F_max**: 6.04 eV/Å
**Multiplicity**: 5

Geometry (Å):
Fe: 1.354 -0.690 -0.862
O: 4.451 1.179 3.437
C: 3.156 1.098 3.829
O: 2.868 1.420 4.978
C: 2.160 0.631 2.867
C: 0.799 0.493 3.112
Cl: -0.036 0.826 4.570
N: 0.169 0.025 1.962
N: 1.093 -0.142 0.981
C: 2.255 0.216 1.522
C: 3.433 0.131 0.668
O: 4.551 0.468 1.166
O: 3.155 -0.283 -0.486
C: -1.197 -0.298 1.634
C: -2.272 -0.185 2.522
C: -3.574 -0.521 2.119
C: -3.823 -0.974 0.827
C: -2.771 -1.094 -0.070
C: -1.473 -0.760 0.328
H: 4.623 0.903 2.488
H: -2.171 0.158 3.540
H: -4.395 -0.425 2.825
H: -4.833 -1.232 0.522
H: -2.946 -1.446 -1.083
H: -0.672 -0.867 -0.406
C: -0.098 2.955 -2.330
C: 0.444 1.580 -2.073
N: 1.279 1.239 -1.142
O: 1.666 2.325 -0.349
C: 0.026 0.448 -2.976
C: -0.620 0.785 -4.294
N: 0.252 -0.720 -2.463
O: -0.166 -1.785 -3.220
H: -0.028 3.589 -1.444
H: -1.152 2.899 -2.613
H: 0.471 3.420 -3.140
H: 2.229 1.875 0.307
H: -0.148 1.670 -4.730
H: -1.682 0.987 -4.131
H: -0.520 -0.023 -5.022
N: -3.308 -4.708 -1.265
C: -2.510 -4.329 -0.517
N: -1.556 -3.876 0.379
C: -0.657 -2.893 -0.002
N: 0.093 -2.072 -0.322
H: 2.080 -1.997 -1.643

Atom charges from the Löwdin analysis, given in e for atoms 1 to 8: Fe 0.50; O 0.07; C -0.48; O 0.01; C -0.06; C -0.53; Cl 0.77; N 0.01